{"formula": "C78H199N9O26", "method": "ωB97M-V/def2-TZVPD", "gap_ev": 8.7, "spin_multiplicity": 1, "molar_mass_g_mol": 1679.5, "charge": 0, "fmax_ev_per_a": 3.83, "species": ["C", "H", "C", "H", "H", "H", "H", "C", "H", "C", "H", "H", "H", "H", "C", "H", "C", "H", "C", "O", "H", "C", "H", "H", "C", "H", "H", "C", "H", "H", "C", "H", "H", "H", "C", "H", "H", "H", "C", "H", "H", "O", "H", "H", "H", "H", "H", "O", "H", "H", "C", "C", "H", "C", "H", "H", "C", "H", "H", "H", "C", "H", "O", "H", "H", "H", "H", "H", "H", "H", "H", "H", "H", "N", "C", "C", "H", "C", "H", "H", "H", "H", "H", "H", "H", "H", "H", "H", "H", "H", "N", "H", "H", "H", "C", "H", "O", "C", "H", "H", "H", "O", "H", "C", "H", "O", "H", "C", "O", "O", "C", "H", "H", "H", "O", "C", "H", "C", "C", "H", "H", "C", "O", "H", "H", "C", "H", "C", "C", "H", "O", "H", "C", "O", "H", "N", "C", "H", "H", "H", "H", "H", "O", "C", "H", "H", "C", "H", "H", "H", "C", "C", "H", "H", "H", "H", "H", "C", "O", "C", "H", "H", "C", "O", "C", "H", "O", "H", "H", "H", "H", "H", "C", "H", "H", "C", "H", "H", "C", "H", "H", "H", "H", "H", "H", "H", "H", "O", "H", "H", "H", "H", "O", "H", "H", "H", "N", "H", "H", "N", "H", "H", "H", "H", "H", "O", "H", "H", "C", "H", "H", "H", "C", "H", "C", "C", "C", "H", "H", "H", "H", "C", "C", "C", "H", "N", "C", "C", "H", "H", "C", "C", "H", "H", "H", "H", "H", "C", "C", "H", "H", "H", "H", "O", "C", "H", "H", "C", "C", "H", "C", "H", "C", "O", "H", "O", "H", "H", "H", "H", "H", "H", "N", "H", "H", "H", "C", "N", "C", "H", "H", "O", "H", "H", "C", "H", "H", "H", "H", "H", "H", "H", "H", "H", "C", "H", "C", "H", "C", "C", "C", "C", "C", "C", "H", "H", "O", "H", "H", "H", "H", "H", "H", "C", "H", "H", "H", "N", "H", "H", "O", "C"], "positions_angstrom": [[-0.183, -2.096, 5.705], [-2.877, 1.535, 0.042], [4.596, -4.142, -2.639], [-2.059, -1.707, -6.150], [6.376, 4.138, 4.183], [4.780, 4.891, -0.959], [-2.522, 0.006, -0.700], [5.517, -5.107, 1.711], [-5.679, 2.065, 4.483], [4.188, 4.594, -1.785], [8.496, 1.695, -3.049], [-10.404, -3.886, -0.089], [5.257, 2.055, 6.113], [-3.517, 5.052, -1.306], [-2.270, 1.676, -2.527], [8.712, 1.153, 8.763], [-1.821, 6.229, -1.170], [2.796, 4.673, -4.709], [-5.159, -5.724, 1.556], [-6.997, 1.738, 0.003], [6.952, -0.731, -0.546], [4.111, -1.122, 0.383], [3.744, 0.854, -5.299], [0.605, -1.639, 6.332], [3.378, 1.429, -4.469], [-5.526, 2.229, -6.994], [6.904, 1.248, -3.746], [1.551, -0.130, -3.760], [3.668, -0.055, -2.989], [9.985, -0.412, -0.136], [-1.059, 0.647, 0.680], [-2.387, -2.409, 2.077], [-9.013, -2.971, 5.020], [6.678, -6.632, 2.571], [-1.837, -0.674, -6.500], [0.853, -2.131, -6.929], [-6.467, 4.661, -6.633], [-2.914, 6.799, -2.894], [-3.324, -1.856, 2.414], [4.350, -0.901, -0.670], [-6.487, -2.490, 1.286], [3.020, -1.999, 0.642], [1.291, -5.314, -3.075], [3.849, -6.433, 1.869], [-6.814, 1.801, 0.982], [2.822, 3.902, 0.557], [-4.992, 5.772, -8.291], [-0.350, 6.160, -0.901], [7.863, -1.495, 1.824], [-9.451, 2.756, -2.002], [5.954, -4.605, -3.121], [-7.937, -2.811, 4.740], [-9.601, 0.782, 0.191], [-1.569, 4.076, -5.043], [-7.808, 0.017, 2.198], [-6.593, -0.251, -0.428], [4.574, -6.135, 1.113], [0.070, -3.120, 5.371], [6.118, 5.992, -3.858], [-5.277, 3.501, -10.947], [6.354, 3.079, 4.519], [-6.174, -1.628, 3.048], [-0.582, 4.745, -4.375], [-5.544, -6.268, 0.617], [-6.274, -3.236, -0.245], [-8.810, -2.304, -0.768], [1.589, 0.206, 1.321], [4.293, 0.381, 4.104], [3.865, 3.617, -1.566], [0.994, 0.886, 3.663], [1.090, -4.915, 1.414], [3.226, -2.436, -2.895], [2.509, 5.256, -0.813], [-5.938, 1.015, 2.574], [-0.089, 1.138, 5.334], [5.734, 3.063, 5.959], [-6.196, -7.242, 2.634], [2.038, 3.129, 0.659], [6.431, 0.331, 9.642], [-4.337, 0.936, -4.712], [6.716, -3.880, -2.697], [4.195, -1.331, 6.420], [-1.441, -7.065, 1.887], [3.051, -2.710, 6.127], [7.404, 2.644, 4.572], [0.766, 4.623, -6.029], [-3.512, 2.034, 2.378], [-4.143, 4.702, -10.394], [-1.645, 3.893, 4.968], [-7.315, -5.979, 4.816], [-5.156, 2.896, -6.345], [-7.808, 2.865, -2.262], [-4.280, -2.867, 0.585], [-1.212, 6.648, -3.118], [4.532, -2.292, 3.817], [3.976, -3.683, -0.780], [3.430, -0.111, 3.971], [-6.791, -1.068, 3.701], [0.066, -2.501, -4.797], [-5.473, 3.311, -4.307], [-6.200, -0.897, 4.638], [-3.217, 2.741, 4.293], [6.367, 3.798, 7.796], [-2.407, 4.849, -1.291], [-4.452, 3.508, 2.832], [6.529, -4.767, 0.715], [-0.681, 1.875, 5.835], [0.376, -4.932, -2.629], [0.334, -3.422, -4.469], [-8.036, -1.712, 3.824], [-9.398, 1.888, 0.595], [5.431, 1.555, 8.541], [-4.368, -0.397, -1.219], [8.999, -4.207, 1.222], [-0.946, -5.062, 1.937], [3.258, -1.606, 5.917], [0.831, 0.769, -3.777], [1.387, 2.774, 4.266], [6.004, 5.579, -2.896], [1.893, 6.114, -4.228], [4.253, 2.000, -4.185], [-1.306, -2.926, -2.832], [6.833, 2.315, -1.961], [5.237, -6.913, 0.740], [6.241, -5.648, -2.853], [-8.291, -2.439, 0.219], [-1.484, 0.053, 1.397], [-4.863, -1.299, -0.911], [-4.031, 2.508, 3.187], [1.608, -0.649, -4.730], [5.581, 2.226, 3.763], [-0.310, 5.588, -0.129], [6.177, 1.890, 2.511], [-3.920, -1.111, 1.328], [9.611, 0.163, 1.565], [2.012, 4.526, -2.748], [-6.483, -0.931, -5.436], [-5.878, -5.794, 5.955], [-3.303, 1.945, -2.167], [-2.211, 6.816, -0.277], [-6.310, -7.286, 5.019], [-1.996, -3.410, -3.415], [1.377, 3.116, 1.930], [1.793, -1.586, 0.076], [-0.718, 1.588, 1.137], [-1.936, -0.218, 5.542], [-6.234, -6.159, 4.997], [-1.079, -2.099, 6.373], [-10.263, 2.391, 0.173], [1.075, -0.712, -2.961], [-5.139, 1.590, 3.676], [-6.810, -2.324, 0.243], [3.776, -4.743, -3.006], [-2.819, 4.718, 4.051], [-7.380, -2.496, 5.623], [6.094, -4.513, -0.185], [0.627, 0.784, 6.020], [-5.725, 2.597, -5.116], [0.446, -1.338, -6.565], [-7.085, 0.266, 3.044], [-6.966, -5.656, 2.527], [-3.726, 4.429, -8.097], [-6.023, -6.175, 2.709], [7.089, 2.241, 9.608], [-5.399, 4.291, -6.734], [-5.803, 5.214, -10.703], [4.948, 4.633, -2.959], [3.032, 6.428, -2.089], [8.336, -2.337, 0.227], [-4.054, -2.656, 2.686], [1.262, -2.500, -0.103], [2.877, 2.114, 2.859], [6.013, 1.364, 9.486], [5.716, 0.661, -2.174], [-4.835, 4.898, -6.049], [-2.304, 3.732, 4.123], [8.763, 2.917, 8.716], [8.572, 2.160, 6.557], [1.893, 5.002, -4.180], [-2.288, 4.172, -0.433], [-3.186, -6.685, -0.053], [2.081, 2.677, 5.084], [7.119, 1.265, 6.857], [-1.495, 0.296, 3.900], [-0.847, -1.336, -8.217], [5.795, 6.401, -2.136], [6.942, 5.065, -2.653], [-8.527, -3.743, 0.752], [2.502, -0.912, 6.244], [-8.507, 1.296, -2.049], [2.569, 2.203, 0.481], [1.054, 4.500, -2.335], [-5.586, 3.985, -9.076], [0.847, 3.259, -4.726], [-8.046, 3.512, 0.098], [8.109, -0.230, -1.666], [-0.052, -0.129, 0.087], [-9.292, 1.931, 1.725], [5.782, -5.650, 3.817], [8.117, 0.675, 0.265], [-3.176, -1.233, 3.259], [4.992, -1.629, 0.863], [3.897, -5.776, 0.260], [-1.356, -1.864, -2.976], [7.110, 1.338, 2.670], [-1.392, 1.550, -1.489], [-5.268, 0.341, 2.128], [-6.875, 2.638, -5.154], [-0.556, -0.733, -7.351], [0.700, 3.631, 4.494], [4.872, 3.750, 5.978], [-0.382, -5.633, -3.033], [8.657, -1.588, 1.048], [-0.841, 1.291, -8.312], [0.738, 4.381, -4.908], [-4.867, 4.644, -8.125], [-1.069, -0.033, 4.848], [-0.864, -6.416, 0.407], [-1.995, 8.045, -2.216], [-8.768, -1.686, 0.819], [-3.013, -1.987, -0.281], [2.240, 2.958, 3.024], [-5.209, 4.373, -10.355], [-2.885, -5.932, 0.740], [5.353, 1.596, 10.320], [-6.294, -1.199, -0.513], [-1.937, 6.994, -2.477], [0.137, -3.435, -3.060], [-6.711, -1.334, -6.411], [2.628, 2.161, -4.811], [-4.000, -1.911, 0.184], [6.322, 1.087, -1.374], [0.789, 0.569, -8.257], [7.587, 2.979, -3.801], [4.918, -4.229, 2.091], [-7.395, -3.561, 4.182], [-1.422, 4.238, -6.171], [7.421, 0.176, -0.922], [9.614, -3.651, 1.926], [0.109, 1.210, -6.804], [6.001, -4.575, -4.224], [10.650, -4.141, 1.981], [8.516, 1.641, 0.066], [-5.440, -5.783, 3.933], [3.384, -1.421, 4.374], [5.468, -1.719, 4.027], [-1.957, 2.433, -3.220], [7.455, 2.041, -3.188], [-0.137, 0.644, -7.722], [2.482, -1.730, 3.915], [2.856, 0.604, -3.342], [4.321, -2.557, 2.828], [0.399, -5.189, 2.207], [-0.452, -1.229, 4.579], [4.594, -3.202, 4.432], [-5.958, 0.344, -5.761], [-9.940, -4.995, 1.252], [1.275, 3.209, -0.102], [2.569, 2.289, -2.453], [-1.676, -0.075, -5.635], [-7.260, -1.011, -4.690], [-7.643, 0.872, 3.762], [0.511, 1.676, 4.107], [1.984, -1.078, -0.914], [-3.478, -5.516, 2.676], [9.256, -3.836, 2.917], [-1.487, -6.221, 1.187], [6.699, 3.306, 6.972], [9.194, -0.254, 0.616], [0.872, -2.896, -2.464], [-5.743, -1.576, -5.093], [9.781, -2.264, 1.655], [0.422, -5.094, -1.591], [5.437, 1.243, 2.056], [0.955, -0.632, 0.943], [-2.266, 4.377, -2.302], [7.124, -4.935, 2.949], [5.056, -2.079, -2.820], [3.902, -0.220, 0.918], [-5.837, 0.920, -3.702], [-3.019, -4.951, 0.234], [0.604, -6.215, 2.355], [4.315, -2.829, -4.280], [-2.706, -0.383, -7.095], [2.886, 5.343, -1.862], [-1.517, -3.130, -1.780], [-2.041, 0.940, -0.356], [-4.575, 0.752, 4.160], [-8.257, 2.462, -0.186], [6.304, -5.636, 2.862], [-8.529, 2.326, -1.667], [-9.901, -3.958, 0.871], [7.615, 2.197, 7.151], [4.227, -2.740, -3.152], [-2.394, 0.799, -3.218], [-10.316, -3.211, 1.564], [4.679, -4.223, -1.237], [2.834, 3.894, 3.240], [-5.418, -4.645, 1.336], [5.699, 1.472, -0.510], [-2.627, 4.430, -4.781], [-1.625, 2.977, -4.844], [-1.698, 3.584, 3.157], [-5.432, 1.149, -4.696], [0.462, -1.091, 1.813], [0.713, -4.642, 3.099], [0.340, 0.344, -0.725], [-3.817, -6.010, 1.858], [6.536, 2.733, 1.958], [-4.753, -1.933, -1.787], [2.586, 1.357, -2.162], [8.064, 2.065, 8.620]], "atomic_forces_ev_per_a": [[-0.665, 1.378, 0.454], [0.185, 0.419, -0.274], [-0.395, 0.488, -0.431], [0.115, 0.547, -0.105], [0.110, -0.569, -0.290], [0.754, 0.590, 1.060], [0.458, 0.240, 0.041], [-0.797, 1.010, -1.159], [-0.678, 0.215, -0.126], [-0.143, 0.704, -0.356], [-0.305, -0.193, 0.051], [-0.197, -0.019, -0.267], [0.341, 0.373, -0.352], [0.705, -0.297, 0.114], [-2.011, -0.154, -1.399], [-0.903, 0.456, -0.098], [1.928, 0.379, 0.865], [-0.063, 0.069, 0.068], [-1.630, 0.393, -1.060], [-0.961, 0.687, 1.301], [-0.488, -0.241, -0.161], [0.730, -1.004, 1.051], [-0.290, -0.600, -0.517], [-0.102, -0.556, -0.389], [0.127, 1.159, -0.208], [-0.110, -0.114, -0.769], [0.262, 0.641, 0.071], [-0.564, 2.060, 0.481], [-0.361, -0.363, -0.531], [-0.193, 0.248, 0.075], [1.103, 1.793, -0.679], [-0.828, 0.955, 0.483], [1.214, -0.734, -0.243], [0.068, 0.292, 0.471], [-0.029, -1.916, -0.598], [-0.314, 0.150, -0.326], [0.733, -0.742, -0.183], [-0.365, -0.270, -0.331], [-0.399, -1.797, -1.796], [-0.491, -0.305, 0.091], [0.000, 0.732, 0.053], [0.623, -0.358, -0.663], [0.356, 0.320, 0.018], [0.230, -0.620, 0.245], [0.449, -0.371, -0.933], [-0.555, 0.070, 0.328], [0.304, -1.150, 0.399], [-1.258, -0.237, -0.182], [0.096, 0.107, -0.681], [-0.921, 0.250, 0.194], [0.923, 0.247, -0.536], [-1.328, 1.284, -0.566], [0.729, 2.010, 1.272], [-2.123, -0.556, -2.081], [0.977, 0.515, 0.782], [-0.561, 0.413, 0.775], [-1.145, 0.745, -0.842], [-0.102, 0.771, 0.000], [0.085, 0.740, -1.205], [-0.377, -0.645, -1.122], [0.917, -0.176, 2.127], [0.998, -0.797, -0.736], [2.081, 0.436, 0.421], [0.812, 0.515, 1.250], [-1.497, 1.107, 0.430], [0.866, -0.418, 0.292], [0.041, -0.514, 0.122], [-1.162, -1.024, 0.084], [0.114, -1.651, -0.010], [-0.060, 0.409, 0.076], [-0.122, 0.514, -0.621], [-0.214, 0.275, 0.282], [-0.160, 0.444, -1.005], [1.024, -0.056, 0.004], [-1.717, -0.998, -2.360], [-0.897, -0.636, -0.919], [0.114, -0.474, 0.416], [0.253, -0.111, 0.897], [-0.892, 0.492, -0.627], [-0.445, 0.373, 0.380], [-0.648, -0.897, -0.535], [-0.052, -0.109, -0.132], [-0.291, -0.073, -0.181], [-0.032, 1.629, -0.021], [-0.874, 0.785, -0.031], [-0.019, -0.380, 1.479], [0.625, -0.225, -0.665], [-0.526, -0.225, 0.124], [0.154, -0.748, 0.214], [0.408, 0.907, 0.265], [0.857, 1.478, -1.350], [0.642, 0.154, -0.015], [-0.487, -0.949, -0.669], [1.795, -0.259, -1.548], [0.113, 1.011, 2.747], [0.840, -0.612, -0.636], [1.374, 2.862, -0.400], [-0.131, 1.176, 0.289], [0.666, -1.784, 0.439], [0.355, -0.283, -0.406], [-0.824, -0.407, -0.213], [-0.294, -1.442, 1.066], [0.295, -0.560, -0.129], [-2.413, 0.045, -0.656], [0.371, -1.102, 0.132], [-1.198, 0.805, -1.178], [-0.424, 0.683, 0.213], [-0.913, 0.232, -2.113], [0.234, 2.121, -0.549], [0.397, 0.297, 1.150], [-0.571, -2.355, -0.274], [0.620, -0.688, 0.659], [-0.540, 0.947, 0.137], [-0.143, 0.243, -0.285], [-1.688, -0.101, -0.974], [0.622, -0.898, -0.995], [0.663, -1.229, -0.664], [-0.499, 0.781, -0.206], [-0.317, -0.121, 1.582], [-0.224, -0.495, 0.021], [0.228, 0.370, 0.488], [2.715, 0.225, 2.693], [-0.079, -0.347, 0.231], [-0.451, -0.512, 0.050], [-0.434, 0.802, 0.214], [-0.477, -1.024, -0.739], [-1.440, -1.243, 2.153], [-1.294, -1.246, 1.376], [-1.682, 1.516, 0.115], [-0.123, 0.260, 0.548], [-0.527, -0.095, -1.188], [0.373, -0.028, 0.170], [0.269, -0.860, 1.267], [0.557, 0.857, 1.290], [0.303, -0.296, -0.839], [-1.477, 0.814, -0.466], [0.301, 0.691, -1.125], [0.053, 0.228, -0.162], [0.696, -0.132, -0.317], [-0.066, -0.794, -1.138], [0.621, 0.604, 0.385], [-1.508, -1.320, -1.586], [0.202, 0.468, -1.172], [0.319, 0.838, -0.219], [0.217, 0.019, 0.198], [0.688, 0.409, -0.173], [-1.601, -2.400, 0.031], [0.339, -0.342, -0.554], [-0.474, 0.381, 0.783], [0.591, -0.324, -0.153], [1.242, -1.438, -0.071], [2.071, -0.768, -1.631], [-0.109, -0.887, -0.035], [0.092, -0.290, -0.332], [0.040, -0.169, 0.162], [0.513, -0.677, 2.340], [1.116, -0.691, 1.081], [-2.395, -0.947, 2.619], [0.685, -0.257, 0.464], [-1.223, -0.414, -0.667], [-0.505, -0.086, 0.481], [-1.597, 0.077, -0.522], [-0.259, 0.710, -0.775], [0.360, 0.625, -0.289], [-0.516, 0.103, -0.546], [-0.288, 0.013, -0.256], [0.170, 0.236, -0.375], [-0.446, -0.728, -0.234], [-0.046, 1.562, 0.909], [0.417, 0.305, 0.073], [-0.638, -0.441, -0.180], [0.656, -0.631, 0.085], [-0.218, -0.589, 0.095], [-0.355, -0.481, 0.318], [0.326, 0.397, 0.523], [1.086, 2.199, -2.021], [-0.254, -0.310, 0.519], [-0.863, 0.705, 0.318], [0.516, 0.618, 1.249], [0.496, 0.085, -0.379], [0.308, 0.528, 0.944], [0.510, -0.114, 0.788], [-0.275, -0.089, -0.098], [0.010, 0.244, 0.000], [0.558, -0.048, -0.170], [0.300, -0.928, -0.954], [-0.076, 0.126, 0.304], [0.020, 0.910, -0.554], [-0.440, -0.097, 0.452], [0.020, 0.046, 0.569], [0.091, -0.621, 0.013], [0.914, 0.352, -0.558], [-0.180, -0.924, -0.113], [-0.254, 1.127, -0.642], [-0.388, -0.308, -0.206], [0.065, 0.530, -0.622], [0.572, -0.613, -1.690], [-0.338, -0.056, -1.477], [-0.235, -0.216, -0.108], [0.918, 1.430, -1.117], [0.328, 0.730, 0.567], [-0.613, 0.599, -0.542], [1.373, -0.262, 1.102], [-0.041, 0.685, -0.142], [-0.154, -0.402, 0.184], [0.122, -0.207, 1.439], [-0.952, 0.711, -0.045], [1.038, 0.074, 0.082], [-2.264, -0.248, 0.282], [0.967, -0.081, -0.356], [0.520, 0.112, 0.192], [0.005, 0.629, 0.157], [0.151, -2.862, 0.060], [0.341, -1.005, 0.501], [-1.059, -1.223, -0.138], [1.226, 1.651, 1.984], [-0.484, 1.460, 1.338], [1.812, -0.480, -2.469], [0.793, 0.341, -0.513], [-0.148, 0.483, 0.859], [0.386, -0.361, 0.202], [-0.687, 1.935, 0.720], [1.236, 0.723, -0.084], [-1.248, -0.090, -0.552], [-0.097, -0.137, 0.029], [1.636, -0.246, -0.836], [-2.498, 0.697, 2.501], [-1.192, -2.061, -0.216], [-0.885, -0.241, -0.111], [0.182, -0.358, -0.036], [0.750, 0.430, -0.573], [0.029, 2.003, -0.054], [0.559, 0.181, -0.541], [-0.684, -0.844, 0.641], [0.732, -0.493, -0.823], [-0.210, -0.965, 0.396], [-0.476, -0.403, 1.245], [-0.404, -0.783, 1.359], [2.040, -0.427, 0.003], [-0.199, -0.238, -0.218], [0.046, 0.170, 0.420], [-1.225, 0.863, -0.511], [-0.578, -1.682, 0.259], [0.182, 0.616, -0.536], [1.007, -1.624, 1.196], [-0.390, -0.538, -0.716], [0.305, 0.554, 0.237], [0.882, 0.404, -0.817], [0.372, 1.599, -0.094], [-1.171, -0.804, -0.257], [-0.169, -1.590, 0.751], [0.221, -0.054, -1.575], [0.860, 0.018, 0.250], [1.151, -2.218, -0.106], [0.025, 0.098, -0.305], [-0.731, 0.217, 0.802], [-0.680, 0.589, -0.023], [-0.170, 0.235, -0.211], [-0.336, 0.016, 0.400], [-0.067, 0.760, 0.662], [-0.733, 0.649, -0.030], [-0.050, 0.117, -0.111], [-0.641, -2.005, 0.143], [-0.180, -0.400, 0.804], [-0.112, 0.000, -0.171], [-0.765, 0.185, 0.745], [-0.575, 1.722, 3.046], [0.937, 0.569, -0.223], [-0.123, 0.872, 1.373], [0.064, 0.670, -0.351], [1.845, -1.089, 0.892], [-0.039, -0.084, -0.110], [0.044, 0.130, 1.527], [0.155, 0.138, -0.705], [1.064, 0.399, 0.258], [0.565, 0.355, 1.237], [0.449, -0.102, 0.302], [-0.815, 0.190, -0.085], [0.187, 0.956, 0.204], [-0.188, -0.086, -0.238], [0.703, -0.203, 0.064], [0.529, -1.436, 0.625], [-0.332, 0.402, 1.158], [0.138, 0.410, 0.173], [-0.183, -0.327, 0.506], [-0.372, 0.202, 0.129], [-1.507, -0.257, -1.349], [-0.326, 0.488, 0.059], [1.671, -0.589, -0.555], [0.495, -0.356, -0.116], [0.343, 0.111, -0.793], [0.302, -0.849, 0.819], [0.048, -1.039, 0.899], [2.153, -0.841, -1.252], [0.206, -0.104, 0.929], [-0.258, -0.383, 0.003], [-1.169, 1.041, 1.182], [-0.096, -0.785, -0.625], [0.525, -0.588, 0.210], [0.588, -0.849, -0.924], [1.580, 0.003, -0.149], [0.518, 0.637, -0.400], [-0.493, 0.192, 1.347], [0.859, -0.003, -0.826], [0.379, -0.260, -0.151], [-0.392, 0.118, -0.028], [0.021, -0.038, 0.214], [1.485, -0.776, -0.472], [-0.566, 0.830, -0.674], [-0.096, -0.524, -0.210], [-0.035, 0.888, -0.381], [1.782, 0.848, -0.653]]}